1.
This record from OMol25 describes C4H12Co3FN4O16P2 as an isolated structure. The level of theory is the ωB97M-V functional and the def2-TZVPD basis.

Positions of all 42 atoms, in Å:
Co (-0.9160, -2.1071, -1.5668)
Co (-1.1187, 0.9435, 0.8699)
Co (-2.8709, -1.5316, 0.9333)
P (-3.6591, 1.2124, 1.1830)
O (-2.5831, 2.3383, 0.9773)
O (-4.6788, 1.3497, 2.2594)
O (-2.5704, 0.2582, 1.9926)
O (-3.8117, 0.0595, 0.1015)
P (-0.0673, -1.4862, 0.8798)
O (-1.1098, -2.1139, 1.8169)
O (0.5891, -0.1675, 1.3065)
O (-1.1953, -0.7904, -0.0636)
O (0.4229, -2.5097, -0.1959)
F (-2.6579, -2.6724, -1.0384)
C (2.7373, -1.2023, -1.4626)
N (1.5591, -0.4166, -1.9282)
O (1.6210, 0.7730, -1.8277)
O (0.6557, -1.0120, -2.5167)
H (2.5997, -2.2425, -1.7138)
H (2.8101, -0.9626, -0.4047)
H (3.6072, -0.7719, -1.9531)
C (0.9809, -4.7758, 1.5893)
N (1.2718, -5.5543, 0.3574)
O (0.4217, -6.2920, -0.0839)
O (2.3156, -5.2821, -0.2224)
H (-0.0941, -4.6681, 1.5980)
H (1.5762, -3.8781, 1.5678)
H (1.4133, -5.3516, 2.4112)
C (-1.4144, 3.9533, -2.0427)
N (-1.4340, 2.4831, -2.1972)
O (-1.1046, 1.8603, -1.2206)
O (-1.6972, 2.0129, -3.2839)
H (-0.3738, 4.2383, -1.9382)
H (-1.9644, 4.1739, -1.1285)
H (-1.9300, 4.3885, -2.8898)
C (2.4368, 3.7162, 1.2626)
N (0.9927, 3.6240, 1.5468)
O (0.5243, 4.4611, 2.2951)
O (0.4149, 2.6697, 1.0942)
H (2.6085, 3.4102, 0.2372)
H (2.9731, 3.1098, 1.9845)
H (2.7198, 4.7531, 1.4142)

Output
Spin multiplicity = 10
Total charge = -1
Frontier orbital gap (alpha / beta) = 0.204 / 0.208 hartree
LUMO (alpha / beta) = 0.0496 / 0.0473 Eh
HOMO energy (alpha / beta) = -0.154 / -0.161 Eh

These are the Löwdin partial charges, in e, on atoms 1 to 5: Co 0.902; Co 0.653; Co 0.838; P 0.126; O -0.405



2.
This record from OMol25 describes C4H12F2O2S2Sn as an isolated structure. The level of theory is the ωB97M-V functional and the def2-TZVPD basis.

Positions of all 23 atoms, in Å:
Sn (-1.5762, -1.6325, -4.4442)
F (-5.4898, -4.1347, -4.2708)
F (-1.2227, 2.5617, -6.5790)
C (3.8603, -3.7847, 0.7249)
S (3.0099, -2.2036, 0.9812)
O (1.7925, -2.3392, 0.0733)
C (2.4228, -2.5376, 2.7384)
H (3.1848, -4.6010, 0.9806)
H (4.8105, -3.8209, 1.2578)
H (3.9954, -3.7321, -0.3554)
H (2.0132, -1.6053, 3.1272)
H (3.3297, -2.9478, 3.1825)
H (1.6337, -3.2890, 2.7700)
C (-2.6740, 4.3025, -1.0334)
S (-3.1074, 2.9223, 0.1628)
O (-3.0145, 1.6050, -0.6599)
C (-1.5180, 2.9434, 1.0838)
H (-2.9021, 5.1956, -0.4517)
H (-3.3074, 4.0462, -1.8826)
H (-1.6415, 4.2686, -1.3812)
H (-0.8114, 2.2694, 0.5997)
H (-1.5639, 2.5395, 2.0952)
H (-1.2238, 3.9744, 1.2808)

Output
Total charge = 0
Frontier orbital gap = 0.109 hartree
LUMO = -0.2031 Eh
HOMO energy = -0.312 Eh

These are the Löwdin partial charges, in e, on atoms 1 to 5: Sn 1.292; F -0.675; F -0.622; C -0.275; S 0.829



3.
This record from OMol25 describes a 2-piece molecular cluster, C4H12I2N2 overall. The level of theory is the ωB97M-V functional and the def2-TZVPD basis.

Positions of all 20 atoms, in Å:
C (0.0398, 0.4749, -0.1228)
C (-1.2578, 1.2388, -0.7478)
C (0.0037, -0.8972, -0.7525)
C (1.7518, -1.9446, -0.3330)
N (-1.3080, 2.6864, -0.2436)
N (1.5214, -3.0231, 0.5766)
I (-1.5184, -2.3231, -0.3611)
I (3.3574, -0.4905, 0.1225)
H (0.8575, 1.0773, -0.4578)
H (-0.1301, 0.4073, 0.8974)
H (-2.1291, 0.5757, -0.4633)
H (-1.1417, 1.3171, -1.8142)
H (0.0510, -0.8042, -1.8009)
H (2.0439, -2.2695, -1.3676)
H (-2.1769, 3.1395, -0.3230)
H (-0.5796, 3.3622, -0.4801)
H (-1.2580, 2.5837, 0.7604)
H (2.2874, -3.8512, 0.4478)
H (1.6496, -2.8800, 1.5739)
H (0.5684, -3.3594, 0.5043)

Output
Energy relative to the best compared isomer or geometry (same formula, charge and spin) = 1.565 eV
Total charge = +2
Frontier orbital gap = 0.347 hartree
LUMO = -0.2494 Eh
HOMO energy = -0.597 Eh

These are the Löwdin partial charges, in e, on atoms 1 to 5: C -0.276; C -0.101; C -0.636; C -0.636; N 0.222



4.
This record from OMol25 describes a 2-piece molecular cluster, C4H12IN2 overall. The level of theory is the ωB97M-V functional and the def2-TZVPD basis.

Positions of all 19 atoms, in Å:
C (-1.9468, 2.2681, -0.6501)
C (0.8076, -2.2054, -0.1135)
C (-1.4556, 0.8240, -0.6627)
C (1.6997, -0.2625, 0.8622)
N (2.5897, 0.6762, 1.1428)
N (1.9368, -1.4266, 0.4145)
I (-3.0453, -0.5500, 0.0260)
H (-1.0609, 2.7825, -1.0012)
H (-2.1099, 2.5378, 0.3503)
H (-2.8710, 2.6857, -1.1680)
H (0.9291, -3.1938, 0.3722)
H (0.0429, -1.5998, 0.1887)
H (0.7630, -2.3621, -1.1961)
H (-1.0484, 0.5577, -1.6550)
H (0.6795, -0.1122, 1.2120)
H (3.5568, 0.7967, 0.7673)
H (2.1935, 1.5380, 1.4169)
H (2.8548, -1.7680, 0.3038)
H (-4.5153, -1.1862, -0.6102)

Output
Energy relative to the best compared isomer or geometry (same formula, charge and spin) = 4.393 eV
Total charge = +1
Frontier orbital gap = 0.286 hartree
LUMO = -0.1273 Eh
HOMO energy = -0.414 Eh

These are the Löwdin partial charges, in e, on atoms 1 to 5: C -0.295; C 0.003; C -0.577; C -0.169; N 0.194



5.
This record from OMol25 describes an isolated ion of composition C4H12N2 and charge -1. The level of theory is the ωB97M-V functional and the def2-TZVPD basis.

Positions of all 18 atoms, in Å:
C (-0.8691, 1.8043, -0.4041)
C (-0.3584, 0.6849, 0.6404)
C (0.2603, 0.8447, 2.0427)
N (0.3842, -0.5544, 0.0566)
C (-0.1906, -1.2895, -1.1450)
N (0.8250, -2.3532, -1.5477)
H (-1.9395, 1.7869, -0.5478)
H (-0.5140, 2.7106, 0.1636)
H (-0.3417, 1.6690, -1.3745)
H (-1.3707, 0.1247, 0.7945)
H (-0.4063, 1.2108, 2.7667)
H (0.5612, -0.1515, 2.4384)
H (1.3199, 1.1946, 2.0293)
H (1.2971, -0.0956, -0.3825)
H (-1.0679, -1.8452, -0.8385)
H (-0.3161, -0.6216, -2.0650)
H (0.9971, -3.0587, -0.7750)
H (1.7293, -2.0608, -1.8519)

Output
Spin multiplicity = 2
Energy relative to the best compared isomer or geometry (same formula, charge and spin) = 1.940 eV
Total charge = -1
Frontier orbital gap (alpha / beta) = 0.109 / 0.353 hartree
LUMO (alpha / beta) = 0.1607 / 0.1559 Eh
HOMO energy (alpha / beta) = 0.052 / -0.197 Eh

These are the Löwdin partial charges, in e, on atoms 1 to 5: C -0.319; C -0.445; C -0.248; N -0.116; C -0.370



6.
This record from OMol25 describes a 2-piece molecular cluster, C4H12N2 overall. The level of theory is the ωB97M-V functional and the def2-TZVPD basis.

Positions of all 18 atoms, in Å:
C (1.6968, 1.3308, 0.8218)
C (3.0578, 0.7429, 0.4180)
N (3.3647, 0.8201, -0.9947)
H (1.0413, 1.0063, 0.0093)
H (1.3044, 0.8182, 1.6943)
H (1.7384, 2.4205, 0.8403)
H (3.8854, 0.9653, 1.1015)
H (2.8779, -0.3288, 0.5979)
H (3.7384, 1.7051, -1.3069)
H (3.9581, 0.0722, -1.3230)
C (-3.8328, -1.7894, 0.4717)
C (-2.7559, -1.3676, -0.2223)
N (-2.4028, -0.0658, -0.5722)
H (-4.2443, -1.3810, 1.3816)
H (-4.0716, -2.8267, 0.2393)
H (-2.0604, -2.1403, -0.5377)
H (-2.6909, 0.5508, 0.1895)
H (-1.3822, 0.0370, -0.5879)

Output
Spin multiplicity = 2
Energy relative to the best compared isomer or geometry (same formula, charge and spin) = 1.495 eV
Total charge = -1
Frontier orbital gap (alpha / beta) = 0.103 / 0.328 hartree
LUMO (alpha / beta) = 0.1487 / 0.1503 Eh
HOMO energy (alpha / beta) = 0.046 / -0.178 Eh

These are the Löwdin partial charges, in e, on atoms 1 to 5: C -0.282; C -0.489; N -0.062; H 0.020; H 0.005



Results for E_tot: -177236.3607 -41361.2931 -23505.1776 -15412.6864 -7319.3820 -7319.8270 (in eV, following the order of the records).